{
  "formula": "C9H17N2OS",
  "method": "ωB97M-V/def2-TZVPD",
  "total_charge": 1,
  "orbital_gap_ev": 7.39,
  "e_above_lowest_kcal_mol": 65.3,
  "homo_ev": -12.6,
  "lumo_energy_ev": -5.22,
  "elements": ["C", "C", "C", "C", "C", "C", "C", "C", "C", "N", "N", "O", "S", "H", "H", "H", "H", "H", "H", "H", "H", "H", "H", "H", "H", "H", "H", "H", "H", "H"],
  "coordinates": [[-0.140, -0.491, 1.774], [0.081, 0.137, -0.461], [0.457, -1.345, 2.600], [0.993, 1.408, -0.056], [1.767, 3.349, -1.332], [-0.366, -2.852, -0.977], [-2.425, -1.425, -1.032], [0.560, 2.699, -0.582], [-1.188, -1.888, -0.151], [-0.396, -0.741, 0.436], [-0.353, 0.891, 2.035], [-0.004, 0.081, -1.664], [2.596, 0.848, 0.236], [0.798, -1.057, 3.637], [0.503, -2.316, 2.291], [2.141, 2.748, -2.245], [2.502, 3.494, -0.693], [1.369, 4.302, -1.606], [0.384, -2.223, -1.502], [0.037, -3.562, -0.238], [-0.819, -3.348, -1.742], [-3.417, -1.892, -0.577], [-2.270, -1.724, -2.038], [-2.497, -0.401, -0.995], [-0.245, 2.641, -1.261], [0.079, 3.130, 0.281], [-1.365, -2.377, 0.797], [-1.239, 1.232, 1.721], [0.028, 1.192, 2.904], [2.429, -0.510, 0.437]]
}